No. 1
The following is a quantum chemistry calculation of a cluster of 2 separate species, CF2NP in total in a non-equilibrium geometry, from the OMol25 dataset.

The calculation puts the largest force on an atom at 3.13 eV/Å. For the LUMO energy (spin up / spin down), the calculation gives -2.971 / -3.860 eV. The value obtained for the molar mass is 94.99 u. Its multiplicity is 1. The calculation puts the highest occupied orbital energy (spin up / spin down) at -12.99 / -10.11 eV.

Each line ends with the Mulliken charge.
Geometry (Å):
C: 0.91597 0.04579 0.16828  0.226
N: 1.83703 0.67975 -0.02757  -0.202
F: -2.53500 1.24152 0.14723  -0.269
F: -0.84101 -1.75086 -0.71385  -0.171
P: -0.52837 -0.95818 0.61710  0.417

No. 2
The following is a quantum chemistry calculation of a cluster of 5 separate species, C16H46BNO7P in total, from the OMol25 dataset.

The calculation puts the largest force on an atom at 0.62 eV/Å. For the LUMO energy, the calculation gives 2.121 eV. The charge is -1. The value obtained for the molar mass is 406.33 u. Its multiplicity is 1. The calculation puts the highest occupied orbital energy at -2.91 eV.

Each line ends with the Mulliken charge.
Geometry (Å):
C: -2.75713 7.97541 0.23353  -1.029
N: -1.95675 7.50751 -0.88002  0.002
C: -2.08047 8.33467 -2.07313  -1.129
B: -2.14663 6.05695 -1.21830  0.816
O: -3.36108 5.72747 -1.85245  -0.417
P: -0.74048 4.77678 -0.77726  0.259
O: -1.85213 3.92775 0.38318  -0.667
C: -2.43027 2.76758 -0.11436  -0.255
C: -2.16481 2.65359 -1.64176  0.366
O: -1.28316 3.64451 -2.04938  -0.669
H: -3.75761 7.50831 0.30502  0.299
H: -2.92348 9.05288 0.14894  0.394
H: -2.25376 7.78727 1.18513  0.235
H: -1.30468 9.10905 -2.10238  0.290
H: -3.06185 8.82675 -2.15420  0.362
H: -1.95687 7.73092 -2.97504  0.337
H: -4.13038 5.96110 -1.31226  0.242
H: 0.28879 3.86270 -0.42953  -0.547
H: -0.29964 5.70033 0.26802  -0.021
H: 0.13720 5.49502 -1.73412  -0.071
H: -3.51820 2.78144 0.06090  0.220
H: -2.02739 1.88450 0.40719  0.169
H: -3.11678 2.78103 -2.18312  0.169
H: -1.75945 1.65797 -1.87810  -0.245
C: 3.89888 2.03837 1.96028  -1.413
C: 2.67720 1.73634 1.10421  0.450
C: 2.88351 0.51826 0.21521  -1.088
O: 2.28204 2.85247 0.33076  -0.522
H: 4.75811 2.26175 1.31979  0.347
H: 3.71018 2.90648 2.59187  0.343
H: 4.15966 1.18883 2.59477  0.359
H: 1.81715 1.55411 1.75360  0.215
H: 3.71295 0.69485 -0.47810  0.435
H: 1.98282 0.34281 -0.37381  0.223
H: 3.10053 -0.37699 0.80046  0.286
H: 2.98298 3.09156 -0.28569  0.285
C: -3.65677 -2.94052 -2.12796  -1.234
C: -3.91660 -1.56339 -1.53303  0.419
C: -4.90034 -0.75867 -2.36885  -1.350
O: -2.70562 -0.84550 -1.35480  -0.367
H: -3.22058 -2.83951 -3.12612  0.345
H: -2.95664 -3.49940 -1.50600  0.216
H: -4.58063 -3.51500 -2.21848  0.406
H: -4.31395 -1.67784 -0.52145  0.224
H: -4.49519 -0.59856 -3.37221  0.355
H: -5.06882 0.21757 -1.91570  0.291
H: -5.85670 -1.27651 -2.46571  0.408
H: -2.31395 -0.67316 -2.21874  0.285
C: 0.84370 -4.69918 0.39131  -1.112
C: 0.94687 -3.29934 0.97484  0.394
C: 0.10288 -2.29196 0.21226  -1.104
O: 2.31371 -2.88163 1.03161  -0.564
H: 1.20009 -4.70301 -0.64328  0.357
H: 1.46069 -5.39028 0.96730  0.127
H: -0.18626 -5.05861 0.39680  0.387
H: 0.62962 -3.32025 2.01990  0.262
H: 0.43909 -2.22898 -0.82735  0.316
H: 0.18588 -1.29901 0.65180  0.225
H: -0.95033 -2.57436 0.20647  0.321
H: 2.63890 -2.82283 0.12596  0.355
C: 5.20003 -7.86846 3.38059  -1.255
C: 3.87129 -8.02208 2.65721  0.391
C: 3.93145 -7.48186 1.23842  -1.140
O: 2.81856 -7.39906 3.38993  -0.551
H: 5.46928 -6.81068 3.44838  0.325
H: 5.13305 -8.26929 4.39181  0.316
H: 6.00021 -8.38709 2.85019  0.356
H: 3.59406 -9.07842 2.63327  0.275
H: 4.16291 -6.41284 1.25562  0.275
H: 2.96926 -7.61014 0.74262  0.268
H: 4.69858 -7.98701 0.64956  0.401
H: 3.00326 -6.45348 3.43399  0.344

No. 3
The following is a quantum chemistry calculation of a structure of composition C22H18CoINOPS4, from the OMol25 dataset.

The calculation puts the largest force on an atom at 0.19 eV/Å. For the LUMO energy (spin up / spin down), the calculation gives 2.461 / 2.436 eV. Its expectation value of S² is 3.765. The charge is -1. The value obtained for the molar mass is 657.47 u. Its multiplicity is 4. The calculation puts the highest occupied orbital energy (spin up / spin down) at -3.91 / -4.16 eV.

Each line ends with the Mulliken charge.
Geometry (Å):
Co: -1.39370 1.35948 1.45651  -0.017
O: 3.47299 4.32816 5.06854  -0.624
C: 2.57235 3.81396 4.44887  0.589
S: 1.74041 4.57759 3.09288  -0.193
C: 0.63542 3.25863 2.72951  0.088
C: 0.72121 2.16338 3.51087  0.165
S: -0.23121 0.70646 3.36595  -0.469
S: 1.93209 2.20390 4.78547  -0.198
S: -0.46411 3.49160 1.38608  -0.543
N: -0.01910 2.34140 -1.94893  -0.307
C: -0.44863 1.23668 -2.63770  0.429
C: -0.67184 1.32491 -4.01971  -0.631
C: -1.02341 0.21445 -4.75858  -0.516
C: -1.15929 -1.02779 -4.14950  -0.969
C: -0.95376 -1.12470 -2.78383  -0.207
C: -0.61520 -0.01658 -2.01214  0.383
P: -0.36029 -0.10129 -0.21617  1.498
C: -0.98720 -1.73490 0.28403  0.369
C: -2.28347 -2.11904 -0.05912  -0.169
C: -2.82165 -3.29243 0.44363  -0.844
C: -2.08055 -4.08586 1.30993  -0.513
C: -0.80077 -3.69604 1.67518  -0.644
C: -0.25485 -2.52510 1.16794  -0.598
C: 1.45595 -0.23427 -0.10825  0.058
C: 2.15162 -1.21502 -0.81497  -0.116
C: 3.53252 -1.27642 -0.74801  -0.687
C: 4.23133 -0.34846 0.01830  -0.418
C: 3.54683 0.63620 0.71104  -0.571
C: 2.15926 0.69417 0.64969  -0.164
H: -0.17510 3.22964 -2.39364  0.258
H: -0.12187 2.38543 -0.94015  -0.210
H: -0.55988 2.28883 -4.50326  0.316
H: -1.19313 0.31861 -5.82356  0.364
H: -1.42986 -1.90222 -4.72609  0.409
H: -1.07265 -2.08600 -2.29920  0.384
H: -2.87665 -1.48966 -0.71478  0.531
H: -3.82804 -3.58027 0.16646  0.400
H: -2.50523 -4.99899 1.70782  0.381
H: -0.22451 -4.29758 2.36667  0.411
H: 0.73564 -2.21580 1.47553  0.395
H: 1.60806 -1.93016 -1.42259  0.349
H: 4.06661 -2.04242 -1.29654  0.396
H: 5.31220 -0.39580 0.06970  0.370
H: 4.08380 1.36326 1.30680  0.438
H: 1.62765 1.46450 1.19325  -0.034
I: -3.86399 1.61055 -0.70926  -0.151
C: -3.38306 1.04335 1.34965  -0.996
H: -3.72863 0.01071 1.41295  0.305
H: -4.05432 1.67094 1.93274  0.504

No. 4
The following is a quantum chemistry calculation of a cluster of 4 separate species, C44H31BFO7 in total, from the OMol25 dataset.

The calculation puts the largest force on an atom at 0.36 eV/Å. For the LUMO energy, the calculation gives 0.167 eV. The charge is -1. The value obtained for the molar mass is 701.54 u. Its multiplicity is 1. The calculation puts the highest occupied orbital energy at -4.46 eV.

Each line ends with the Mulliken charge.
Geometry (Å):
C: -2.52525 -7.19658 -1.27843  -1.050
C: -3.70803 -6.40814 -0.71179  0.048
F: -3.24320 -5.03624 -0.54311  -0.336
B: -5.08477 -6.47107 -1.59419  0.478
O: -5.63441 -7.86852 -1.51197  -0.748
H: -1.74764 -6.49626 -1.60068  0.270
H: -2.07096 -7.88547 -0.55667  0.230
H: -2.84199 -7.77369 -2.15167  0.332
H: -3.87754 -6.72908 0.32958  0.026
H: -5.87977 -5.61106 -1.16492  -0.214
H: -4.79373 -6.23751 -2.77528  -0.251
H: -5.97588 -8.01007 -0.63346  0.238
C: -1.54527 -3.97666 1.65448  -0.371
C: -1.55063 -3.43288 2.93255  -0.589
C: -1.04335 -2.16279 3.15676  -0.663
C: -0.51867 -1.43159 2.09917  0.207
C: -0.48150 -1.99499 0.81571  0.690
C: -1.00463 -3.26176 0.59720  -0.989
C: 0.08442 -1.23981 -0.33678  0.527
O: 0.14679 -1.71189 -1.45019  -0.661
C: 0.56003 0.15757 -0.07928  0.536
C: 1.08352 0.89237 -1.13625  -0.760
C: 1.54316 2.18139 -0.92317  -0.750
C: 1.47801 2.74423 0.34666  -0.445
C: 0.94029 2.02379 1.39748  -0.600
C: 0.48517 0.72730 1.19177  0.243
C: -0.03971 -0.04757 2.35662  0.732
O: -0.06645 0.44550 3.46657  -0.708
H: -1.99463 -4.93850 1.45634  0.341
H: -1.98228 -3.99236 3.75280  0.416
H: -1.06926 -1.70919 4.13874  0.498
H: -1.02679 -3.67064 -0.40319  0.532
H: 1.12279 0.43271 -2.11492  0.466
H: 1.96198 2.74675 -1.74555  0.487
H: 1.86153 3.74053 0.52146  0.448
H: 0.88692 2.44063 2.39449  0.434
C: -3.84296 -0.46221 -2.11972  -0.910
C: -2.74236 0.26663 -1.68457  0.054
C: -2.39268 1.45181 -2.30683  -0.708
C: -3.14920 1.92386 -3.37144  -0.013
C: -4.26452 1.19937 -3.80496  0.326
C: -4.60312 0.00578 -3.17893  -0.852
C: -5.10211 1.67959 -4.93909  0.674
O: -6.09014 1.08221 -5.30577  -0.657
C: -4.67846 2.94368 -5.62201  0.129
C: -5.41845 3.39834 -6.70632  -0.568
C: -5.05126 4.56466 -7.35363  -0.452
C: -3.94346 5.28512 -6.91935  -0.496
C: -3.20440 4.83731 -5.83893  -0.518
C: -3.56792 3.66543 -5.18669  0.198
C: -2.74955 3.20099 -4.02325  0.518
O: -1.79728 3.84680 -3.63911  -0.675
H: -4.09592 -1.40153 -1.64484  0.608
H: -2.14807 -0.09414 -0.85544  0.485
H: -1.53359 2.02345 -1.98007  0.625
H: -5.45937 -0.54809 -3.53887  0.489
H: -6.27662 2.82169 -7.02404  0.475
H: -5.62760 4.91554 -8.20015  0.395
H: -3.65806 6.19772 -7.42691  0.385
H: -2.33919 5.37990 -5.48263  0.466
C: 7.58572 4.93506 3.87804  -0.530
C: 8.38837 4.29453 4.81579  -0.469
C: 8.11052 2.99321 5.19530  -0.572
C: 7.02654 2.32459 4.64007  0.175
C: 6.22110 2.96750 3.70005  0.124
C: 6.50515 4.27370 3.32166  -0.451
C: 5.04267 2.28059 3.08907  0.437
O: 4.35307 2.84486 2.26626  -0.633
C: 4.75519 0.88454 3.53507  -0.318
C: 3.65841 0.22338 2.99838  -0.152
C: 3.36593 -1.06998 3.39684  -0.263
C: 4.17323 -1.71086 4.32906  -0.766
C: 5.27136 -1.06024 4.86437  -0.662
C: 5.56771 0.23882 4.47141  0.435
C: 6.75423 0.91682 5.06490  0.596
O: 7.47541 0.35721 5.86272  -0.675
H: 7.80574 5.95262 3.58182  0.397
H: 9.23254 4.81413 5.25059  0.395
H: 8.72283 2.47399 5.92006  0.471
H: 5.86640 4.75122 2.59100  0.477
H: 3.04645 0.73675 2.27138  0.597
H: 2.50432 -1.58029 2.98555  0.473
H: 3.94251 -2.72233 4.63739  0.407
H: 5.91258 -1.54222 5.58985  0.483

No. 5
The following is a quantum chemistry calculation of the molecule C3H3ClF2 in a non-equilibrium geometry, from the OMol25 dataset.

The calculation puts the largest force on an atom at 6.23 eV/Å. For the LUMO energy, the calculation gives 0.941 eV. The SMILES is C=CC(F)(F)Cl. The value obtained for the molar mass is 112.51 u. Its multiplicity is 1. The calculation puts the highest occupied orbital energy at -10.78 eV.

Each line ends with the Mulliken charge.
Geometry (Å):
C: -0.95444 0.62623 0.10754  0.732
C: 0.26006 -0.15405 -0.52040  -0.346
C: 1.33765 -0.31197 0.17375  -0.569
H: 0.00969 -0.72945 -1.60077  0.220
H: 1.92301 -1.06226 -0.49198  0.186
H: 1.58915 -0.19342 1.15544  0.378
F: -1.26783 1.76082 -0.38444  -0.170
F: -0.52613 0.60979 1.38453  -0.242
Cl: -2.37118 -0.54569 0.17633  -0.190

No. 6
The following is a quantum chemistry calculation of a structure of composition C43H44N6O2Pd, from the OMol25 dataset.

The calculation puts the largest force on an atom at 0.73 eV/Å. For the LUMO energy (spin up / spin down), the calculation gives -5.357 / -8.074 eV. Its expectation value of S² is 6.051. The charge is +2. The value obtained for the molar mass is 783.28 u. Its multiplicity is 5. The calculation puts the highest occupied orbital energy (spin up / spin down) at -11.43 / -13.27 eV.

Each line ends with the Mulliken charge.
Geometry (Å):
Pd: 0.29916 -0.11670 1.08687  0.175
C: 4.11342 1.31946 3.34467  -1.753
C: 3.07080 0.79335 2.40904  0.660
N: 1.84027 1.10740 2.49266  0.815
N: 1.21745 1.86825 3.34896  -1.106
C: 0.23068 1.09719 4.03074  0.753
O: -0.12838 0.00643 3.59158  -0.780
C: -0.29115 1.71440 5.25091  0.506
C: 0.07296 3.00979 5.62898  -0.133
C: -0.45200 3.55418 6.78872  -0.839
C: -1.32866 2.81255 7.56972  -0.373
C: -1.68873 1.52039 7.19757  -0.809
C: -1.17394 0.96913 6.04085  -0.221
C: 3.39709 -0.24557 1.40878  0.707
C: 4.70966 -0.49573 1.05020  -0.668
C: 4.99545 -1.56898 0.21945  -0.669
C: 3.95495 -2.38024 -0.18799  -0.877
C: 2.66646 -2.05156 0.19630  -0.085
N: 2.36922 -0.99777 0.95829  0.195
H: 3.64380 1.81094 4.19235  0.382
H: 4.73616 2.05383 2.82748  0.384
H: 4.76174 0.52024 3.69969  0.444
H: 0.75320 3.58364 5.01528  0.496
H: -0.17558 4.55675 7.08680  0.423
H: -1.73315 3.24123 8.47783  0.427
H: -2.36462 0.94701 7.81839  0.426
H: -1.43086 -0.03855 5.74212  0.464
H: 5.50090 0.14106 1.41958  0.480
H: 6.01364 -1.77405 -0.08460  0.467
H: 4.12250 -3.25466 -0.80127  0.476
H: 1.84244 -2.67419 -0.12585  0.488
C: -2.74517 3.90090 -0.94764  -0.726
C: -1.70786 3.03796 -1.63112  -0.555
N: -1.35194 1.91911 -0.75882  0.711
C: -2.08462 1.48738 0.27193  -0.366
N: -1.55721 0.49060 1.03940  0.901
C: -2.52137 -0.18139 1.91909  -1.358
C: -3.29523 0.86428 2.70133  -0.328
C: -4.07767 1.70799 1.71966  -0.859
N: -3.27009 2.02754 0.53493  0.230
C: -3.83976 3.00931 -0.40074  -0.682
H: -3.16059 4.61588 -1.65539  0.400
H: -2.29181 4.46727 -0.13163  0.318
H: -0.80271 3.60815 -1.83494  0.386
H: -2.08305 2.65289 -2.58154  0.350
H: -0.62137 1.28188 -1.06122  -0.399
H: -1.98042 -0.84013 2.58531  0.562
H: -3.19281 -0.79276 1.30789  0.282
H: -2.60138 1.47894 3.27939  0.153
H: -3.97393 0.38752 3.40721  0.387
H: -4.39288 2.65196 2.16382  0.541
H: -4.97243 1.18144 1.37911  0.354
H: -4.58351 3.58693 0.14302  0.383
H: -4.35217 2.47462 -1.20514  0.280
C: -1.66328 -0.54880 -3.12385  -2.521
C: -0.84277 -1.35095 -2.14342  2.372
O: 0.08752 -0.38208 -1.43608  1.203
C: -1.64909 -2.17746 -1.17758  -0.050
C: -2.97323 -2.50738 -1.45334  -0.829
C: -3.69469 -3.33010 -0.59374  -0.955
C: -3.10516 -3.83238 0.55417  -0.731
C: -1.78884 -3.49933 0.84668  -1.395
C: -1.07400 -2.68415 -0.01437  0.027
H: -1.01765 0.12937 -3.68178  0.381
H: -2.43075 0.02271 -2.59746  0.564
H: -2.14634 -1.20205 -3.85029  0.508
H: -3.45377 -2.14722 -2.35256  0.517
H: -4.71836 -3.58651 -0.83489  0.465
H: -3.66430 -4.48077 1.21650  0.450
H: -1.31879 -3.88151 1.74491  0.526
H: -0.06457 -2.40255 0.25192  0.415
C: 0.22439 -2.88224 -6.98325  -0.534
C: -0.10614 -3.84666 -6.04160  -0.824
C: -0.00897 -3.55532 -4.68930  -0.419
C: 0.40924 -2.29607 -4.26474  -0.284
C: 0.74363 -1.33523 -5.21468  0.260
C: 0.65361 -1.62947 -6.56758  -1.045
C: 0.42789 -2.01261 -2.78779  1.136
C: 1.14934 -0.83850 -2.22033  -2.087
C: 2.36913 -0.17881 -2.34642  1.472
C: 2.61874 1.04111 -1.66568  -0.537
C: 3.82745 1.68938 -1.81793  -0.723
C: 4.81946 1.15549 -2.63515  -0.728
C: 4.59074 -0.04522 -3.30842  -0.882
C: 3.39202 -0.71040 -3.17282  -0.468
H: 0.15516 -3.10898 -8.03918  0.418
H: -0.43142 -4.82861 -6.36032  0.431
H: -0.25789 -4.31579 -3.95517  0.464
H: 1.09089 -0.35650 -4.90054  0.374
H: 0.92317 -0.87936 -7.30016  0.433
H: 0.66018 -2.94399 -2.25479  0.580
H: 1.85038 1.47164 -1.03223  0.206
H: 3.99859 2.63026 -1.30857  0.516
H: 5.75902 1.67818 -2.76153  0.439
H: 5.35843 -0.45544 -3.95283  0.481
H: 3.21610 -1.63325 -3.71180  0.553

In order of appearance, calculated total energy = -633.8146 -1584.8210 -4593.8618 -2346.8510 -775.9589 -2271.2821 a.u..
In order of appearance, ΔE to the lowest compared entry with this formula, charge and spin = 102.90 0.00 0.00 0.61 37.78 0.00 kcal/mol.